No. 1
Below is a cluster of 2 separate species, C3H7IN3O2 in total in a non-equilibrium geometry, with properties calculated with wB97M-V/def2-TZVPD.

Results
2S+1: 3
Energy, Eh: -730.47770
Gap between HOMO and LUMO (alpha / beta), eV: 6.9078 / 7.9630
Total charge: +1
HOMO (alpha / beta), eV: -10.426 / -12.974
Lowest unoccupied orbital energy (alpha / beta), eV: -3.52 / -5.01

Element x y z (Å)
C (1.66530, -0.67885, -2.43413)
C (-0.40869, 0.69609, -1.14807)
C (-0.58838, 0.63068, 1.33087)
N (1.41938, -1.48700, -3.23973)
N (-1.40301, 1.02252, 2.30926)
N (0.22317, -0.79772, 1.71257)
O (2.13400, 0.04567, -1.65068)
O (-0.72091, 0.85673, 0.06821)
I (-1.23376, 2.23143, -2.29106)
H (-0.13940, -0.21251, -1.51814)
H (1.33175, -2.06120, -4.04999)
H (-1.13145, 1.94228, 2.77569)
H (-2.32291, 0.72385, 2.56651)
H (-0.38781, -1.49043, 2.16537)
H (0.72605, -0.24386, 2.43039)
H (0.83667, -1.17767, 0.97294)

No. 2
Below is a structure of composition C39H53BMoN8S3 in a non-equilibrium geometry, with properties calculated with wB97M-V/def2-TZVPD.

Results
2S+1: 3
Energy, Eh: -3241.93941
Gap between HOMO and LUMO (alpha / beta), eV: 5.2901 / 6.0028
Total charge: +4
HOMO (alpha / beta), eV: -18.554 / -18.704
Lowest unoccupied orbital energy (alpha / beta), eV: -13.26 / -12.70
Relative energy (zero: lowest compared OMol25 entry of this formula, charge and spin), kcal per mole: 155.1

Element x y z (Å)
Mo (-19.63889, -1.50001, 4.80721)
C (-15.47099, -3.97389, 3.47456)
C (-15.36102, -2.89606, 4.50610)
C (-14.13226, -2.30329, 4.77162)
C (-14.06962, -1.07854, 5.51544)
N (-15.13949, -0.69913, 6.27374)
N (-16.19077, -1.60797, 6.33586)
B (-17.17908, -1.25341, 7.43693)
N (-17.25208, 0.20898, 7.68238)
N (-16.49078, 0.55342, 8.76304)
C (-16.35542, 1.83513, 9.01990)
C (-16.88933, 2.79269, 8.15977)
C (-17.49727, 2.54084, 6.93979)
C (-18.08265, 3.63923, 6.06288)
C (-17.74566, 1.14955, 6.78888)
S (-18.53850, 0.49152, 5.24524)
C (-15.44621, 2.16958, 10.22618)
C (-14.87963, 0.83222, 10.70637)
C (-14.42670, 3.23601, 9.84442)
C (-16.43232, 2.71278, 11.28144)
N (-17.43588, -2.08160, 8.64640)
N (-17.53236, -1.90453, 10.01527)
C (-18.69254, -1.88527, 10.68102)
C (-19.93642, -1.44933, 10.04232)
C (-19.44360, -5.04925, 7.59747)
C (-20.73458, -5.46936, 6.97928)
C (-19.09150, -3.74274, 7.85202)
S (-21.20425, -2.44226, 6.07426)
C (-18.75409, -2.33204, 12.19645)
C (-17.59796, -3.22791, 12.67669)
C (-18.83018, -1.06647, 13.04042)
C (-20.05694, -3.16189, 12.22977)
C (-16.41536, -2.49506, 5.27233)
S (-18.00941, -3.01428, 4.64830)
C (-12.80848, -0.30588, 5.71024)
C (-13.20773, 1.10872, 6.15741)
C (-11.87906, -1.05525, 6.67079)
C (-12.12675, -0.27157, 4.35215)
H (-14.51981, -3.95063, 2.88387)
H (-16.38935, -3.91843, 2.84603)
H (-15.40379, -4.98125, 3.96779)
H (-13.26723, -2.71853, 4.27156)
H (-16.69607, 3.81461, 8.42329)
H (-18.15130, 4.55748, 6.66523)
H (-19.11656, 3.40028, 5.73721)
H (-17.47681, 3.86684, 5.15699)
H (-14.41440, 0.28133, 9.86378)
H (-15.66675, 0.15733, 11.05278)
H (-14.13444, 1.02786, 11.50437)
H (-13.83257, 3.02038, 8.93464)
H (-13.72098, 3.31310, 10.66071)
H (-14.90549, 4.20304, 9.71594)
H (-17.18305, 1.92895, 11.54009)
H (-17.03107, 3.58404, 10.88505)
H (-15.88324, 3.07533, 12.18168)
H (-20.48931, -0.67536, 10.58588)
H (-21.59876, -4.96636, 7.51373)
H (-20.94806, -6.55165, 7.10291)
H (-20.89617, -5.20548, 5.92892)
H (-16.87219, -2.57693, 13.18142)
H (-17.06727, -3.80614, 11.86440)
H (-17.91537, -4.02339, 13.41178)
H (-17.86767, -0.48296, 12.96466)
H (-19.00465, -1.22838, 14.09375)
H (-19.64888, -0.35845, 12.67102)
H (-20.11354, -3.82540, 11.34321)
H (-20.94573, -2.49688, 12.33245)
H (-20.03129, -3.86802, 13.09344)
H (-13.74395, 1.03581, 7.11731)
H (-13.97150, 1.59844, 5.49374)
H (-12.35169, 1.75949, 6.26453)
H (-12.23944, -1.15727, 7.67359)
H (-10.87725, -0.52765, 6.72606)
H (-11.75952, -2.12247, 6.36934)
H (-12.73227, 0.31121, 3.64260)
H (-12.02733, -1.32486, 3.98955)
H (-11.10776, 0.21591, 4.46460)
C (-20.67857, -4.89194, 1.07409)
C (-20.26713, -3.45703, 1.22687)
C (-19.33173, -2.88224, 0.37865)
C (-18.80683, -1.61020, 0.61970)
C (-19.14190, -0.91711, 1.77322)
C (-20.15149, -1.47791, 2.64163)
C (-20.66076, -2.73609, 2.34645)
H (-19.86646, -5.64901, 1.23492)
H (-21.01980, -5.08818, 0.05839)
H (-21.53061, -5.05603, 1.76766)
H (-19.11511, -3.47470, -0.52443)
H (-18.16243, -1.14934, -0.10836)
H (-18.75984, 0.09551, 1.94082)
H (-20.86737, -0.76354, 3.16655)
H (-21.39938, -3.15587, 3.06212)
N (-18.84121, -7.38938, 7.57552)
C (-18.51103, -6.12416, 7.81868)
C (-20.58926, -2.00395, 8.95601)
C (-19.96904, -2.46407, 7.72118)
N (-17.80584, -3.51215, 8.30592)
C (-16.89390, -4.44177, 8.61305)
C (-17.23143, -5.76292, 8.30281)
H (-19.82326, -7.58822, 7.59756)
H (-18.21813, -8.12653, 7.92883)
H (-21.66683, -1.81954, 8.91856)
H (-19.34306, -1.59299, 7.36243)
H (-15.96408, -4.15940, 9.05257)
H (-16.52016, -6.57523, 8.37818)

No. 3
Below is a cluster of 2 separate species, C6H9NO2 in total in a non-equilibrium geometry, with properties calculated with wB97M-V/def2-TZVPD.

Results
2S+1: 1
Energy, Eh: -439.17159
Gap between HOMO and LUMO, eV: 10.2637
HOMO, eV: -9.437
SMILES: C#CC1(C(=O)O)CC1.N
Lowest unoccupied orbital energy, eV: 0.83
Relative energy (zero: lowest compared OMol25 entry of this formula, charge and spin), kcal per mole: 65.7

Element x y z (Å)
C (2.73098, 0.22272, 0.47072)
C (1.60579, 0.43387, 0.07516)
C (0.26350, 0.70487, -0.39261)
C (-0.66587, -0.48551, -0.55705)
O (-1.86005, -0.31677, -0.82219)
O (0.00864, -1.51421, -1.14470)
C (0.07444, 1.85770, -1.37164)
C (-0.39390, 2.01050, 0.02882)
H (3.70922, 0.00867, 0.86209)
H (-0.62714, -2.05455, -1.63083)
H (0.97809, 2.38044, -1.68281)
H (-0.66937, 1.69512, -2.15130)
H (-1.46563, 1.95214, 0.21814)
H (0.18083, 2.63780, 0.70924)
N (-0.82107, -1.34277, 1.55399)
H (-1.40797, -2.17059, 1.47822)
H (-1.27334, -0.63881, 2.13391)
H (0.09574, -1.57977, 1.92772)